[1]
{
  "formula": "C19H33GeInN6OPSSe",
  "method": "ωB97M-V/def2-TZVPD",
  "charge": 1,
  "mol_weight_da": 690.9,
  "e_above_lowest_kj_mol": 39.62,
  "total_energy_ha": -6555.3910,
  "e_homo_ev": -10.806,
  "e_lumo_ev": -3.036,
  "homo_lumo_gap_ev": 7.769,
  "elements": ["In", "N", "C", "S", "N", "N", "C", "C", "C", "C", "C", "C", "C", "O", "H", "H", "H", "H", "H", "H", "H", "C", "N", "C", "N", "C", "N", "C", "P", "C", "C", "H", "H", "H", "H", "H", "H", "H", "H", "H", "H", "H", "H", "C", "Ge", "C", "C", "C", "Se", "C", "H", "H", "H", "H", "H", "H", "H", "H", "H", "H", "H", "H", "H", "H"],
  "positions_angstrom": [[0.25206, 0.11660, 0.92374], [2.24357, -3.13156, -1.08318], [1.32298, -2.31708, -0.50223], [1.80519, -1.71846, 1.10901], [0.23959, -2.05786, -1.15115], [-0.65161, -1.24251, -0.46363], [-1.89731, -1.56734, -0.51533], [-2.95361, -1.05254, 0.31528], [-4.24932, -1.52576, 0.01918], [-5.32647, -1.23775, 0.81611], [-5.11755, -0.47957, 1.97279], [-3.86453, -0.01507, 2.30009], [-2.75296, -0.26440, 1.47933], [-1.59896, 0.28135, 1.82841], [2.96873, -3.52114, -0.50653], [1.92268, -3.69389, -1.85608], [-2.15145, -2.36834, -1.20777], [-4.37983, -2.14133, -0.86324], [-6.31110, -1.60631, 0.56769], [-5.95084, -0.25783, 2.62726], [-3.70231, 0.56436, 3.19959], [-1.25108, 5.30176, 0.24745], [0.05246, 5.02659, -0.35909], [1.10639, 5.53195, 0.52141], [1.03115, 4.99786, 1.88265], [-0.30240, 5.26975, 2.42887], [-1.38811, 4.75401, 1.59614], [-1.43598, 3.29683, 1.59167], [0.14316, 2.64057, 0.89729], [0.22820, 3.61788, -0.67410], [1.35272, 3.57847, 1.92770], [-2.03862, 4.89910, -0.39061], [-1.37331, 6.38354, 0.30682], [1.00780, 6.61614, 0.57915], [2.08133, 5.29500, 0.09197], [-0.41809, 6.35106, 2.50638], [-0.37564, 4.84099, 3.42918], [-2.27312, 2.94256, 0.98785], [-1.57657, 2.90653, 2.59965], [-0.56806, 3.28345, -1.34254], [1.18266, 3.44712, -1.17127], [2.36389, 3.40181, 1.55622], [1.31206, 3.21695, 2.95733], [5.51263, -0.78642, 1.58225], [5.38966, 1.13449, 1.89871], [7.13376, 1.84452, 2.40638], [4.06122, 1.47983, 3.29612], [4.82266, 2.11593, 0.28035], [3.20339, 1.49153, -0.61387], [3.91948, -0.01802, -1.59532], [5.77601, -1.28489, 2.51615], [6.28455, -1.01667, 0.84728], [4.55964, -1.19070, 1.24532], [7.48086, 1.37472, 3.32680], [7.08987, 2.92155, 2.56968], [7.86777, 1.64618, 1.62520], [4.48022, 1.21876, 4.26853], [3.16218, 0.87658, 3.14942], [3.78142, 2.53339, 3.33096], [5.60936, 2.15205, -0.47413], [4.60936, 3.15252, 0.55026], [4.28311, -0.78045, -0.91597], [4.71469, 0.33142, -2.24892], [3.10675, -0.42174, -2.19494]]
}

[2]
{
  "formula": "C19H33N3O4S",
  "method": "ωB97M-V/def2-TZVPD",
  "charge": 0,
  "mol_weight_da": 399.6,
  "e_above_lowest_kj_mol": 6.64,
  "total_energy_ha": -1607.2016,
  "e_homo_ev": -8.587,
  "e_lumo_ev": 0.580,
  "smiles": "CC(C)CN(CC(C)C)S(=O)(=O)N1CCC(C(=O)NCc2ccco2)CC1",
  "homo_lumo_gap_ev": 9.167,
  "elements": ["C", "C", "C", "C", "N", "C", "C", "C", "C", "S", "O", "O", "N", "C", "C", "C", "C", "O", "N", "C", "C", "C", "C", "C", "O", "C", "C", "H", "H", "H", "H", "H", "H", "H", "H", "H", "H", "H", "H", "H", "H", "H", "H", "H", "H", "H", "H", "H", "H", "H", "H", "H", "H", "H", "H", "H", "H", "H", "H", "H"],
  "positions_angstrom": [[-3.02743, -2.79246, 1.44802], [-1.71029, -2.84546, 0.68018], [-1.55876, -4.18368, -0.04055], [-1.58572, -1.70644, -0.34662], [-1.81316, -0.37591, 0.18117], [-3.12810, 0.21987, 0.06439], [-3.29127, 1.05523, -1.21867], [-2.75910, 2.47116, -1.01795], [-4.76072, 1.09442, -1.63509], [-0.80740, 0.21284, 1.34085], [0.21664, -0.75402, 1.60961], [-1.56457, 0.72996, 2.43674], [-0.09643, 1.53296, 0.56209], [0.68999, 2.27697, 1.53888], [1.38636, 3.47042, 0.89609], [2.28334, 2.98387, -0.24794], [3.42570, 2.16001, 0.35987], [3.88508, 2.41711, 1.45261], [3.92406, 1.16467, -0.40740], [4.86727, 0.19494, 0.11631], [4.31947, -1.19228, 0.02640], [3.19461, -1.77318, 0.53798], [3.19612, -3.11055, 0.06840], [4.31618, -3.24347, -0.68972], [5.00033, -2.08694, -0.72889], [1.39200, 2.24305, -1.24564], [0.69504, 1.07001, -0.56249], [-3.07264, -3.61317, 2.16043], [-3.87632, -2.88341, 0.77150], [-3.10433, -1.85923, 2.00091], [-0.89245, -2.72715, 1.39452], [-0.61845, -4.22363, -0.58532], [-1.57546, -5.00125, 0.67548], [-2.37323, -4.33182, -0.74774], [-0.57356, -1.73350, -0.76085], [-2.29719, -1.85863, -1.16273], [-3.26407, 0.85209, 0.94269], [-3.88534, -0.56745, 0.08538], [-2.71484, 0.56702, -2.01252], [-3.40635, 3.01636, -0.33440], [-2.72973, 3.00804, -1.96420], [-1.76176, 2.43834, -0.58923], [-4.88613, 1.71065, -2.52227], [-5.36586, 1.51667, -0.83620], [-5.13189, 0.09627, -1.85727], [-0.00815, 2.59689, 2.31273], [1.43882, 1.61883, 1.99974], [1.99230, 3.96737, 1.65283], [0.64365, 4.17022, 0.51169], [2.74746, 3.84817, -0.73841], [3.51876, 0.95794, -1.30456], [5.05423, 0.48520, 1.15493], [5.80725, 0.23788, -0.44432], [2.44976, -1.32860, 1.16775], [2.46209, -3.86063, 0.27866], [4.72654, -4.07261, -1.23112], [1.94396, 1.89036, -2.11920], [0.63104, 2.94039, -1.60260], [0.00289, 0.58230, -1.25211], [1.42976, 0.32701, -0.22279]]
}

Question: Which formula does entry 1 have?
Answer: C19H33GeInN6OPSSe

Question: Number 1 is which compound?
Answer: C19H33GeInN6OPSSe